(1)
Here is C2H6O2Si in the gas phase at a distorted geometry from the OMol25 dataset. Energies are from ωB97M-V with the def2-TZVPD basis set.

**Expectation value of S²**: 2.006
**LUMO (alpha / beta)**: 0.817 / -4.268 eV
**HOMO-LUMO gap (alpha / beta)**: 4.39 / 7.30 eV
**HOMO energy (alpha / beta)**: -3.57 / -11.57 eV
**Energy relative to the best compared isomer or geometry (same formula, charge and spin)**: 42.2 kcal/mol

```
! RIJCOSX wB97M-V def2-TZVPD def2/J DEFGRID3
* xyz 0 3
H -1.3421 1.0939 -0.9558
C -0.7513 -0.5234 1.3204
H -1.7556 -0.9577 1.2938
C 1.1977 0.4995 -1.7618
O 0.9944 1.2411 -0.5994
Si -0.4088 0.3100 -0.2766
O 0.1765 -0.4964 -1.6205
H -0.4919 0.3083 2.0441
H 2.2106 -0.0525 -1.8449
H 0.0128 -1.3024 1.5079
H 0.9789 1.0255 -2.7644
*
```

Löwdin atomic charge list, values in e, 2 entries:
1 H 0.01
2 C -0.22

***

(2)
Here is 2 unconnected molecules or ions with the total composition C5H12N2O4P at a distorted geometry from the OMol25 dataset. Energies are from ωB97M-V with the def2-TZVPD basis set.

**LUMO**: 3.407 eV
**HOMO-LUMO gap**: 8.61 eV
**HOMO energy**: -5.21 eV
**Energy relative to the best compared isomer or geometry (same formula, charge and spin)**: 31.6 kcal/mol

```
! RIJCOSX wB97M-V def2-TZVPD def2/J DEFGRID3
* xyz -1 1
H -0.7776 -2.3603 -0.8688
C -2.3876 -1.0461 -0.3230
H 1.2123 -0.6747 -2.0339
O -2.4157 -0.9474 1.0958
C -1.0151 -1.2811 -1.0129
N -0.0491 -0.4778 -0.4039
H 1.7510 1.9940 0.5008
H -2.6446 -0.0091 -0.6867
H -1.0360 -1.1336 -2.0336
H -1.8064 0.9630 0.9521
C -0.0823 -0.5122 1.0076
N 2.5079 2.6584 0.3250
O 4.1743 -0.3691 -0.8944
H 3.2448 2.1127 -0.2523
C 1.3472 -0.6838 -0.9334
O 2.0614 -1.9026 -0.5416
H -3.0647 -1.7869 -0.6668
H 0.8000 -0.0790 1.4709
H -1.4314 0.0951 2.6153
H -0.1320 -1.5482 1.3197
H 3.0078 2.8229 1.2500
P 2.9149 -0.5424 -0.1418
O 2.8814 -0.0795 1.3063
C -1.4364 0.0529 1.4971
*
```

Löwdin atomic charge list, values in e, 2 entries:
1 H 0.13
2 C -0.19

***

(3)
Here is a molecular structure, C59H99BeN10O37S7 at a distorted geometry from the OMol25 dataset. Energies are from ωB97M-V with the def2-TZVPD basis set.

**LUMO**: -4.729 eV
**HOMO-LUMO gap**: 3.46 eV
**HOMO energy**: -8.18 eV

```
! RIJCOSX wB97M-V def2-TZVPD def2/J DEFGRID3
* xyz 1 1
O -4.7016 0.7376 2.8468
H -2.4561 2.8656 -5.3528
H 3.1821 -5.0256 1.0721
H -0.7250 5.0632 4.1353
O -2.2251 3.3573 1.8916
H 0.3416 -0.7244 -6.2828
O -1.2634 3.6958 -1.1782
O 2.4395 1.1134 -4.4640
H -2.2284 2.9776 3.7455
O -0.8913 0.3788 4.9993
C -0.4702 -5.3287 4.5322
C -1.0313 4.7507 3.1370
N 1.3340 -3.8825 -0.4776
C -8.5323 3.3751 0.6831
H -2.4079 -1.5051 -0.2786
C -0.6876 0.8015 6.2888
O 0.4423 5.1170 -2.3840
C 8.0865 -3.3224 -3.7605
C 0.1014 6.6131 -0.6847
H -5.1611 4.9647 -1.2699
H 6.0603 3.3688 -5.0956
H 3.8120 -4.7417 -0.6209
N 1.9327 2.1961 3.6962
C -1.4157 -0.1849 7.3600
H 0.3317 -3.8386 -0.5941
H 8.8629 -2.5693 0.0047
C -2.9793 -5.6147 -1.5449
C -3.0240 -0.9437 -0.9810
S -3.1228 4.7724 1.7151
H -2.4667 -0.3054 7.0972
C -6.0843 3.3985 -2.3398
C 5.9507 2.5692 2.8846
C 5.7735 -2.9286 1.1658
H -5.3267 -5.5944 -4.4466
H -6.2896 -4.3414 -3.9376
C -7.3352 3.2473 -0.0449
C 2.5043 4.3043 2.5168
H 8.8062 -2.5038 -3.7626
H 3.4311 -6.3715 -0.1886
O 6.8523 -2.5709 -3.9146
H -0.6728 -6.3660 4.7548
H 3.2251 -3.6031 5.6454
C 3.1681 -5.3360 0.0273
C 8.1717 -4.2274 -4.9407
H -8.4205 4.0364 -3.0265
C 5.0335 -2.5289 0.0180
O 1.1335 3.1270 -0.9149
H -0.8195 -5.5665 2.3211
O -3.2228 -1.3479 2.8502
C 5.7616 -2.0951 -1.0695
C -0.4261 -0.7830 -5.5113
H 2.4890 4.9460 1.6482
H -4.7795 -4.1699 -0.1953
O 0.3425 -5.3006 -4.9110
C -8.5282 3.8731 -1.9644
H 5.1803 -1.1355 3.6447
H 1.5469 0.1814 -1.3292
C 0.9915 6.3892 -1.8464
Be 1.2000 -0.3738 3.6730
H 1.1232 7.1881 -2.5762
H -10.6563 4.3409 -1.5963
H 5.0756 3.0193 3.3532
H -6.3587 3.0029 0.3463
C 1.7871 -5.1414 -0.4397
H 4.5682 -3.6845 4.6457
C -5.0681 4.2539 -2.0777
H -4.7039 -0.4107 5.8735
C -5.4626 -4.5273 -4.6228
H -0.8589 7.0345 -0.9819
H -1.4356 0.5286 0.4559
O -4.2436 1.2023 -0.7987
H -3.5526 -3.1622 0.6260
C -4.2432 -3.5927 -4.5957
C -7.2971 3.4495 -1.4377
H 0.6190 7.3661 -0.0905
H -4.3876 1.5072 -4.5647
H -0.3392 0.0503 -4.8140
O 2.2143 -1.0499 1.3183
C 3.7765 -2.9917 4.9310
C 0.2739 -4.4887 -3.7011
H -0.1774 4.9603 2.4928
C 0.0922 -3.1446 5.1935
O 0.3853 0.0579 1.1843
N -2.3237 0.9658 0.2555
H -0.2701 -4.7656 6.5779
H 8.5634 -5.2348 -4.8006
C -9.6625 4.0775 -1.2653
O 4.9402 1.7683 -4.6007
O 5.3091 5.0149 0.9919
N -2.0917 -1.1919 -7.1792
H -6.2111 0.2434 5.3618
S -4.5973 -0.9067 2.6627
H 6.5256 1.9635 3.5852
O 2.7472 -6.0536 -5.7939
H -4.9871 -2.4168 -3.1230
O -4.4365 4.6766 2.3835
N -3.6597 3.2340 -3.7087
H -1.9227 2.0877 -3.7184
H 2.1657 2.2236 5.7614
C 7.1631 -2.8335 1.1674
S 0.1154 4.1331 -1.0745
O 1.0839 -6.0511 -0.7726
H 2.4042 -4.6131 -3.1275
C -1.8693 -0.6776 -5.9845
C -0.1287 -3.5687 2.8755
O 4.5771 -2.8530 -5.0894
H -1.6097 3.7444 -4.0662
S 5.6075 -3.5807 -4.3371
O 7.3003 4.1502 -0.1746
H -10.6727 3.5921 1.8367
H -6.6532 1.6547 -3.4098
H -0.0770 -3.2760 1.8372
C 7.7964 -2.4047 0.0470
O 5.2807 2.5017 0.5900
H -2.5116 1.8859 0.6273
H 2.8491 4.7186 5.8895
H -3.0003 -1.2316 -7.6185
H -5.1929 2.0226 4.3352
C 5.0219 3.1514 -4.8453
H -11.5074 4.6630 0.6439
S 6.2206 3.9498 0.7955
C 4.0937 -1.5674 5.5267
O 4.1079 0.2245 -2.8129
H -3.6488 1.5424 4.5014
H 8.7591 -3.6186 -5.6281
O -2.0533 5.5993 2.6855
O 5.1869 -4.4956 -3.2978
O -3.2159 -3.8901 -5.1238
H 0.1176 -2.4250 5.9984
H -3.9197 -5.4140 -2.0581
C -10.8812 3.7819 0.7838
H -8.5795 3.1319 1.7343
H -3.0782 -6.6353 -1.1750
N -9.6316 3.8192 0.0201
H -0.2335 -1.6782 -4.9200
N -4.4063 -2.4495 -3.9487
C 2.7449 4.9569 3.7988
S 3.6449 1.3176 -3.6717
C -3.8609 4.2236 -2.7678
H 1.6757 2.5656 1.6927
H -0.4997 -3.7615 -3.9480
C 1.3406 -0.5079 0.6044
H 1.8930 -2.9633 -3.0664
C -1.4678 3.3286 3.0482
O 2.9831 -0.6371 5.3881
O 0.1920 5.3977 0.0407
C 5.3547 -1.0584 4.7179
H -2.5471 -0.9706 -1.9608
C 2.2716 2.8375 4.8792
H 4.5319 1.2417 2.1566
O -5.2530 -1.1964 1.3865
H 6.0302 0.7120 1.5672
C -0.0622 -4.4740 5.5590
O -2.7471 -0.1397 -5.3601
O 6.7545 -4.3408 -5.3425
S 1.6553 -5.0340 -5.8913
H 0.2146 -0.9458 -1.1505
O -1.6901 -4.3750 0.0307
C -5.2518 -0.1073 4.9813
C 1.2488 -0.7573 -0.8622
H 5.3588 -1.6273 -1.9557
H -0.6286 2.6417 2.9390
H -4.0019 -1.4215 -0.9211
H 5.5175 0.0092 4.8657
H 4.4389 3.5582 -5.6715
N -3.8365 -3.9870 0.1169
C 5.4710 1.6275 1.7600
O 3.6161 2.7830 -2.8824
C 2.6254 4.2342 4.9505
H 3.9564 -2.4902 -0.0522
H -1.2924 0.1069 8.4030
H 2.0423 6.2292 -1.6049
H -2.1899 -5.5834 -2.2960
H 7.7043 -3.2614 1.9983
H 4.3780 -1.8671 6.5353
H -0.2600 2.9447 6.1570
C 1.9936 3.0230 2.6180
H 8.1207 -3.7790 -2.7713
O 6.8515 3.5292 2.2387
H 0.3338 0.5281 6.5533
N 0.1791 -2.7067 3.8931
N 7.1393 -2.0256 -1.0758
C -4.6328 2.3700 -3.9631
H -3.5325 -1.9436 -3.9752
C -3.2516 0.4486 -0.4551
C -1.0258 2.2637 6.5282
H 6.2928 -1.4911 5.0656
H -0.1910 -5.0978 -2.9259
O -5.5628 -1.0844 3.9455
H 5.2251 -3.2078 2.0534
C 1.7463 -3.8936 -3.6151
H -0.9379 -1.1589 7.2542
H -5.8083 -4.5154 -5.6564
H -3.0067 4.8525 -2.5643
H 1.8975 -1.5148 -1.3019
H 3.5971 4.4127 -3.7579
H 3.1996 -2.9853 4.0062
O 1.9950 -3.7088 -4.9908
C -2.3143 2.9393 -4.2746
H -1.3213 -1.4320 -7.7866
H 1.7717 -3.1377 0.0456
O -3.0595 5.4015 0.3537
H -1.2966 2.3910 7.5763
H -11.4177 2.9458 0.3352
C -5.8575 2.3758 -3.2946
O 1.1826 -4.5728 -7.2387
C -2.8159 -4.6198 -0.4800
H 5.0962 4.1643 -2.8450
C -0.5098 -4.9053 3.1170
C -4.6047 1.1151 4.1986
C 4.4258 3.7262 -3.5845
H 3.1494 5.9358 3.5876
H -1.9344 2.6008 6.0294
*
```

Löwdin atomic charge list, values in e, 2 entries:
1 O -0.22
2 H 0.11

***

(4)
Here is a molecular structure, C11H20FIInNO at a distorted geometry from the OMol25 dataset. Energies are from ωB97M-V with the def2-TZVPD basis set.

**Expectation value of S²**: 0.754
**LUMO (alpha / beta)**: -14.130 / -15.002 eV
**HOMO-LUMO gap (alpha / beta)**: 7.01 / 6.13 eV
**HOMO energy (alpha / beta)**: -21.14 / -21.13 eV

```
! RIJCOSX wB97M-V def2-TZVPD def2/J DEFGRID3
* xyz 3 2
C 1.5144 -0.3419 -0.0572
H -3.0688 1.3647 -1.5781
H -1.2959 0.8718 1.6170
H -0.4823 -3.2547 0.9280
H 0.9568 -2.4671 1.7090
C 3.1536 2.1060 0.4123
H 2.2813 -2.7612 -0.7736
H 1.8471 0.0421 -1.0784
N -0.6596 -0.9981 -1.0870
H 2.4459 -0.7216 0.4871
I 1.1950 0.6710 2.9692
C 0.4522 -1.5214 -0.2241
H 3.4699 1.5264 -0.5147
C -0.7643 1.0060 0.6133
H -1.2558 1.9040 -1.8240
H -0.9459 2.0980 0.2995
H 3.6669 3.1160 0.3710
In -3.8796 2.0428 1.1256
H -1.9437 0.4097 -2.6438
C -1.9878 1.0393 -1.6825
H -3.4563 0.4860 0.5693
C -2.8707 -0.4757 0.2135
H 1.1974 -2.2687 -2.1815
C 0.8272 0.8383 0.7850
H 1.2843 2.9704 1.2077
C -1.4937 0.0643 -0.4596
F 1.1311 2.6948 -0.9081
H 3.5501 1.5552 1.3262
C -0.0094 -2.2287 1.1322
H 0.6373 -3.6562 -1.1181
O -1.3668 -2.0181 -1.3643
H -2.6898 -1.0775 1.1679
H -3.5624 -0.9877 -0.5269
H -0.6379 -1.5844 1.8258
C 1.2026 -2.6763 -1.1063
C 1.5573 2.2321 0.3688
*
```

Löwdin atomic charge list, values in e, 2 entries:
1 C -0.11
2 H 0.08

***

What did the first record say?
Here is C2H6O2Si in the gas phase at a distorted geometry from the OMol25 dataset. Energies are from ωB97M-V with the def2-TZVPD basis set.

**Expectation value of S²**: 2.006
**LUMO (alpha / beta)**: 0.817 / -4.268 eV
**HOMO-LUMO gap (alpha / beta)**: 4.39 / 7.30 eV
**HOMO energy (alpha / beta)**: -3.57 / -11.57 eV
**Energy relative to the best compared isomer or geometry (same formula, charge and spin)**: 42.2 kcal/mol

```
! RIJCOSX wB97M-V def2-TZVPD def2/J DEFGRID3
* xyz 0 3
H -1.3421 1.0939 -0.9558
C -0.7513 -0.5234 1.3204
H -1.7556 -0.9577 1.2938
C 1.1977 0.4995 -1.7618
O 0.9944 1.2411 -0.5994
Si -0.4088 0.3100 -0.2766
O 0.1765 -0.4964 -1.6205
H -0.4919 0.3083 2.0441
H 2.2106 -0.0525 -1.8449
H 0.0128 -1.3024 1.5079
H 0.9789 1.0255 -2.7644
*
```

Löwdin atomic charge list, values in e, 2 entries:
1 H 0.01
2 C -0.22